52
Properties=species:S:1:pos:R:3:forces:R:3 method="wB97M-V/def2-TZVPD" lumo_energy_ev=-0.32 molar_mass_g_mol=347.4 smiles="COC[C@H](C)N.NC(N)=O.NC(N)=O.NC(N)=O.NC(N)=O.O" max_force_ev_per_a=6.7 homo_lumo_gap_ev=8.014 charge=0 e_tot_ha=-1266.496930 multiplicity=1
C 3.55122 -9.80374 20.70614 0.46 0.82 -0.05
O 2.57850 -8.90529 20.22924 -1.04 -1.19 -0.84
C 1.65177 -9.63107 19.44453 -1.04 0.88 0.34
C 0.67530 -8.63172 18.91142 0.13 1.75 -1.30
C -0.09266 -7.86869 19.92168 -0.01 -0.14 2.30
N -0.30841 -9.20810 18.05996 -0.95 -1.51 -0.98
H 4.29647 -9.79061 19.91082 0.70 -0.51 0.53
H 3.16518 -10.81129 20.86081 -0.07 -0.04 0.06
H 3.86681 -9.37086 21.65541 0.57 -0.32 -0.13
H 1.92086 -10.18997 18.54825 1.55 0.04 -0.12
H 1.15756 -10.39893 20.03973 -0.32 -0.03 0.53
H 1.22862 -7.93208 18.28497 0.41 0.08 -0.03
H -1.09372 -7.50244 19.69402 0.27 0.11 -0.76
H 0.46768 -7.08163 20.42631 0.02 -0.11 -0.08
H -0.25196 -8.67009 20.64312 -0.39 0.26 0.87
H -1.06121 -9.55780 18.63537 -0.36 -0.03 0.13
H 0.05170 -10.05149 17.63672 0.21 -0.33 -0.38
N 0.93667 -7.64497 12.77689 -1.98 -1.00 -2.59
C 2.14022 -7.19731 13.15813 0.45 0.03 -1.84
N 2.04481 -6.91520 14.42464 0.51 1.35 4.48
O 3.11642 -7.08020 12.43997 0.37 -0.23 -0.14
H 0.11222 -7.54057 13.35088 0.36 -0.10 -0.12
H 0.76445 -7.71261 11.78398 0.07 0.01 0.19
H 1.10363 -6.85598 14.78625 0.46 -0.12 0.48
H 2.80833 -6.62098 15.01673 -0.11 0.03 -0.55
N -3.69495 -7.11067 13.08049 4.41 -3.39 3.73
C -4.34807 -6.44798 12.22969 1.86 0.27 -5.45
N -5.35536 -5.92423 12.79933 -5.45 3.21 1.64
O -4.04544 -6.34069 11.03679 -0.31 0.15 -0.43
H -2.81270 -7.54833 12.85651 -0.42 0.02 0.01
H -3.97447 -7.02143 14.04694 0.74 -0.64 -0.16
H -5.39102 -6.04411 13.80156 -0.95 0.51 -0.33
H -6.03206 -5.42962 12.23583 0.11 -0.02 0.55
N -3.08197 -10.66430 14.91368 -1.07 0.58 4.72
C -2.67447 -10.56810 13.68408 1.23 3.56 -0.68
N -2.76396 -11.66610 13.05152 -0.16 -4.74 -3.27
O -2.24251 -9.54100 13.16522 0.40 0.51 0.38
H -3.01518 -9.86753 15.53077 -0.10 -0.05 -0.22
H -3.36419 -11.53253 15.34568 0.02 0.28 -0.27
H -2.46331 -11.66361 12.08731 -0.04 -0.30 0.25
H -2.91739 -12.52409 13.56184 0.01 0.06 -0.66
N -5.63887 -8.28583 17.37690 -5.60 -0.66 1.16
C -4.61158 -7.80816 16.78286 0.84 -0.76 -1.16
N -3.58501 -8.23683 17.46170 5.80 0.06 0.71
O -4.55740 -7.26668 15.70585 -0.28 1.30 -0.78
H -6.52168 -8.15362 16.90439 -0.20 -0.23 0.72
H -5.49970 -8.66319 18.30336 -1.01 0.13 -0.40
H -3.57731 -8.86116 18.25559 -0.13 0.37 -0.40
H -2.70629 -7.97603 17.03753 0.51 -0.12 0.48
O -0.59003 -8.07964 15.37837 -0.22 0.47 -0.06
H -1.05806 -8.68880 14.80733 -0.35 -0.26 -0.74
H -0.27324 -8.62262 16.10021 0.07 0.00 0.62